ORCA calculation (wB97M-V/def2-TZVPD) on C6H13F9NbO4S2 as an isolated structure.

Results
Charge   -1
Strongest force on any atom   0.9 eV Å⁻¹
Spin multiplicity   1
E_LUMO   0.0924 hartree

Each line ends with the Mulliken charge.
Element x y z (Å)
F -3.0541 -2.2340 -0.0663  -0.33
C -2.1756 -2.7952 -0.9401  0.99
F -2.9561 -3.4053 -1.8909  -0.34
C -1.2368 -1.7681 -1.5338  -0.57
C -1.1064 -0.4530 -0.7541  -1.25
Nb 0.5987 0.1033 0.6686  -0.88
C -1.5934 -3.9816 -0.1036  0.43
F -0.9753 -3.4982 0.9834  -0.23
F -2.6114 -4.7672 0.3007  -0.29
S -0.3341 -5.1564 -0.9683  1.35
F -1.4364 -6.2638 -1.2589  -0.32
F -0.0232 -5.8360 0.4354  -0.32
F 0.8182 -4.0818 -0.7326  -0.27
F -0.6125 -4.5350 -2.4172  -0.31
F 0.7393 -6.1143 -1.6293  -0.30
H -0.2568 -2.2135 -1.7007  0.33
H -1.6572 -1.5977 -2.5379  0.39
H -0.9171 0.3360 -1.5068  0.39
H -2.0600 -0.2120 -0.2806  0.45
H -0.5814 1.4209 1.1722  0.02
H 1.4256 1.5242 -0.2052  0.03
H 1.4559 -1.2601 -0.2983  -0.01
H 0.0418 -0.7735 2.1770  0.03
H 2.0423 0.2742 1.7960  0.05
C 2.0866 5.2815 0.0494  -0.26
C 0.7958 5.9373 0.5057  -0.32
O 0.3496 5.0954 1.5675  -0.30
S 1.5943 4.4824 2.3631  0.97
O 1.8511 5.2653 3.5235  -0.57
O 1.4298 3.0836 2.4124  -0.33
O 2.7015 4.8644 1.2735  -0.30
H 1.9021 4.4033 -0.5716  0.24
H 2.7567 5.9694 -0.4597  0.29
H 0.0279 5.9604 -0.2626  0.30
H 0.9707 6.9449 0.8902  0.27